This record from OMol25 describes 12 unconnected molecules or ions with the total composition C36H96O36S12 at a distorted geometry. The level of theory is ωB97M-V with the def2-TZVPD basis set.

Geometry as XYZ:
```
180
Properties=species:S:1:pos:R:3:forces:R:3
O -2.2097 -28.7661 -21.5184 0.99 1.65 -0.69
S -1.6446 -27.4389 -21.7628 -0.61 1.92 1.00
O -2.0184 -26.3333 -20.8500 1.06 -2.29 -1.53
O 0.0030 -27.5050 -21.7234 -1.94 0.76 0.38
C 0.7106 -28.6216 -22.2138 0.92 -1.41 -1.35
C 2.0214 -28.7246 -21.4945 0.32 1.22 1.09
C -1.9669 -26.8099 -23.4867 0.22 -0.75 1.32
H 0.9406 -28.5120 -23.2735 -0.48 0.23 -0.27
H 0.1719 -29.5617 -22.0946 -0.41 0.17 0.17
H 1.7575 -28.4970 -20.4617 0.46 -0.82 0.46
H 2.7108 -27.9055 -21.6992 -0.11 0.13 -0.55
H 2.5975 -29.6373 -21.6467 -0.50 -0.15 0.17
H -1.6645 -27.6755 -24.0761 -0.36 0.35 -0.49
H -1.4220 -25.8926 -23.7097 0.55 -0.37 0.39
H -3.0134 -26.5091 -23.5365 -0.14 -0.75 0.04
O -3.7444 -32.0412 -23.0961 -1.55 -1.57 3.44
S -4.2816 -32.6879 -21.8550 2.46 0.96 -2.40
O -5.2460 -33.7475 -22.0012 0.62 0.19 0.64
O -2.9194 -33.2935 -20.9983 -2.48 0.51 -1.04
C -1.7927 -32.4487 -21.1169 1.72 1.65 -1.00
C -1.0238 -32.3903 -19.8416 -0.40 -1.42 2.09
C -4.8346 -31.4668 -20.6688 0.57 -0.57 0.44
H -2.0175 -31.4154 -21.3812 -0.71 0.05 -0.03
H -1.1455 -32.7297 -21.9477 -0.15 -0.62 -0.07
H -0.1211 -31.7961 -19.6992 -0.19 0.26 -0.86
H -0.7640 -33.3934 -19.5035 0.33 -0.32 -0.31
H -1.7096 -32.1251 -19.0370 -0.17 0.53 0.05
H -4.8505 -31.8920 -19.6652 0.03 -0.51 -0.12
H -5.8458 -31.1091 -20.8624 0.44 0.32 -0.59
H -3.9957 -30.7710 -20.6530 -0.52 0.65 -0.27
O -4.2016 -35.4133 -14.3768 -0.19 -0.10 -3.62
S -3.9889 -35.5401 -15.8450 2.12 0.67 1.32
O -4.8118 -36.3724 -16.7160 0.40 1.22 1.06
O -3.9171 -34.0422 -16.5939 0.31 -2.58 -0.70
C -3.5856 -32.9187 -15.7775 -0.59 -0.14 2.18
C -3.5394 -31.6182 -16.5300 -1.00 0.20 -0.18
C -2.2054 -36.0981 -16.1112 -2.03 0.61 0.30
H -2.7182 -33.0225 -15.1257 0.64 -0.58 -0.55
H -4.3833 -33.0891 -15.0546 -0.24 1.76 0.40
H -3.7005 -30.7760 -15.8571 -0.05 -0.21 0.27
H -4.3957 -31.6015 -17.2043 0.05 0.17 -0.28
H -2.6254 -31.3653 -17.0672 0.09 -0.57 -0.05
H -2.0866 -35.9156 -17.1792 0.26 -0.56 0.11
H -2.2653 -37.1248 -15.7498 0.32 -0.07 -0.50
H -1.4839 -35.5346 -15.5197 -0.40 0.17 0.04
O -4.8585 -23.4598 -18.9283 1.32 1.29 0.55
S -3.9113 -22.4141 -18.5362 -0.58 0.61 -0.40
O -4.3170 -20.9796 -18.7397 1.60 -4.14 1.27
O -3.4848 -22.7251 -16.9103 -1.16 2.49 -2.19
C -3.1321 -24.0314 -16.5228 1.72 -0.65 -1.10
C -1.6658 -24.0599 -16.0721 -0.61 -0.52 0.44
C -2.2574 -22.7275 -19.4500 -1.33 0.17 1.32
H -3.1675 -24.6690 -17.4062 -0.54 -0.35 0.01
H -3.7934 -24.4150 -15.7459 -0.13 0.17 -0.10
H -0.9152 -23.6669 -16.7579 -0.43 0.47 -0.18
H -1.4187 -25.1203 -16.0206 0.17 -0.14 0.60
H -1.5797 -23.5890 -15.0929 0.37 -0.15 -0.08
H -2.4919 -22.9183 -20.4972 -0.09 0.57 0.11
H -1.7715 -23.6275 -19.0730 -0.31 0.01 0.29
H -1.6648 -21.8516 -19.1861 -0.02 -0.03 -0.52
O -11.2450 -25.4003 -16.8311 -3.26 -1.46 -1.97
S -12.4564 -25.9279 -17.5517 1.65 1.19 -1.52
O -13.3928 -26.8028 -16.8896 0.62 0.84 -0.01
O -13.2571 -24.6656 -18.3029 1.57 -1.91 0.60
C -13.7018 -23.5535 -17.4899 -0.08 -0.88 0.37
C -14.6358 -22.7743 -18.3694 0.00 1.11 0.91
C -12.0045 -26.8380 -19.1761 0.90 0.58 0.98
H -12.8468 -23.0122 -17.0849 0.04 0.14 -0.31
H -14.2169 -24.0251 -16.6530 -0.28 0.39 0.20
H -14.9425 -21.8894 -17.8117 -0.25 -0.02 0.36
H -15.5439 -23.3452 -18.5631 0.28 0.06 -0.55
H -14.1311 -22.2930 -19.2071 -0.11 -0.74 -0.43
H -11.2404 -26.3380 -19.7713 -0.22 0.79 0.28
H -12.8318 -27.0758 -19.8448 -0.32 0.14 0.64
H -11.4605 -27.7300 -18.8653 -0.56 -0.23 0.37
O -5.9524 -27.0458 -13.9216 -2.99 0.18 2.49
S -6.9749 -26.8781 -12.8308 1.92 0.17 -1.11
O -6.6920 -25.8722 -11.8011 -0.89 -1.71 -1.70
O -8.4704 -26.5203 -13.4640 2.66 -0.21 3.25
C -8.8781 -26.9677 -14.7126 -1.57 -0.47 -1.42
C -10.3259 -27.6326 -14.6050 1.71 1.73 -0.29
C -7.3716 -28.5089 -11.9940 -0.70 1.27 -1.58
H -8.1983 -27.6617 -15.2069 0.21 -0.22 0.44
H -8.7996 -26.0449 -15.2874 -0.85 -0.24 -0.65
H -10.5776 -27.8189 -15.6490 -0.28 -0.74 0.27
H -11.0717 -26.9321 -14.2292 0.20 0.20 -0.01
H -10.2953 -28.4642 -13.9010 0.04 -0.34 -0.55
H -8.3452 -28.2170 -11.6004 0.34 -0.27 0.98
H -6.5874 -28.9168 -11.3562 -0.21 0.60 0.11
H -7.6406 -29.2240 -12.7714 0.40 0.06 -0.29
O 1.8704 -25.8109 -16.1171 -0.35 -2.17 -2.31
S 1.5687 -26.7335 -17.2275 0.00 1.24 0.43
O 2.6144 -27.5320 -17.9112 -2.38 1.21 1.61
O 0.3140 -27.6545 -16.6240 1.64 -0.34 -0.59
C 0.0262 -28.9082 -17.2675 0.18 -1.21 0.27
C -0.6815 -28.7892 -18.5598 -1.48 1.24 0.12
C 0.6097 -25.7619 -18.5241 1.41 -0.62 1.01
H -0.5041 -29.5672 -16.5801 -0.46 0.72 0.50
H 0.8522 -29.5807 -17.4992 1.10 0.76 0.39
H -1.2296 -29.7165 -18.7261 0.79 -0.29 -0.92
H -0.0104 -28.3259 -19.2831 -0.18 -0.91 -0.58
H -1.5221 -28.0963 -18.5232 -0.12 0.39 0.35
H -0.4446 -26.0342 -18.4757 0.26 0.04 -0.13
H 1.1218 -26.0053 -19.4551 -0.43 0.01 -0.10
H 0.8006 -24.7239 -18.2518 -0.16 -0.07 -0.05
O -10.8579 -37.1373 -18.8159 2.44 0.08 -0.88
S -9.4316 -37.3494 -18.9810 -2.45 -3.48 0.24
O -8.8320 -38.0397 -20.1494 -1.16 2.16 3.22
O -8.7211 -35.7813 -18.8921 0.36 -0.93 -0.35
C -7.4272 -35.7716 -19.3472 0.53 4.39 2.11
C -6.9020 -34.3582 -19.1278 0.71 0.20 -1.07
C -8.8216 -37.9491 -17.2865 1.22 0.19 -1.15
H -7.4851 -35.8994 -20.4281 0.01 -0.82 -1.29
H -6.7308 -36.4849 -18.9065 -0.06 -1.07 -0.15
H -6.0676 -34.1666 -19.8025 0.18 -0.38 -0.46
H -6.3929 -34.1469 -18.1875 -0.35 -0.40 0.64
H -7.5954 -33.5541 -19.3743 -0.39 -0.29 0.34
H -9.1848 -38.9482 -17.0461 -0.46 0.07 -0.65
H -9.0166 -37.2907 -16.4400 -0.41 0.42 -0.56
H -7.7443 -38.0207 -17.4368 0.10 -0.06 0.16
O -5.3747 -27.9388 -23.5137 -1.95 -1.23 -0.40
S -6.6120 -28.7023 -23.6155 -1.92 -0.27 1.00
O -6.7859 -29.9696 -22.8511 0.48 2.52 -1.86
O -7.8295 -27.6763 -23.1412 1.89 -0.60 -0.38
C -9.1755 -28.1145 -22.8649 -0.17 0.63 1.17
C -10.1026 -27.0184 -23.3831 0.39 -0.48 -0.28
C -7.2682 -28.8462 -25.3758 1.05 -0.70 0.97
H -9.2780 -28.1350 -21.7799 0.15 -0.14 0.08
H -9.3936 -29.1354 -23.1782 0.11 0.14 -0.51
H -9.8529 -26.0361 -22.9821 0.28 -0.15 0.11
H -11.1339 -27.2142 -23.0895 0.00 -0.16 -0.24
H -9.9654 -26.9762 -24.4636 -0.46 0.15 -0.11
H -6.7844 -29.6982 -25.8534 0.25 0.16 0.03
H -7.0567 -27.9133 -25.8984 -0.03 -0.08 0.25
H -8.3307 -29.0854 -25.3316 0.07 0.28 0.32
O -2.0081 -26.5546 -11.0828 -0.58 1.31 -2.07
S -2.1608 -25.7164 -12.2803 1.94 0.45 -0.46
O -0.9388 -25.2005 -12.9415 -2.26 -0.89 1.44
O -2.9998 -26.5194 -13.4644 0.74 0.88 1.58
C -2.2778 -27.5874 -14.0437 0.47 -1.16 -1.03
C -3.0415 -28.1090 -15.2334 -0.43 -0.09 0.07
C -3.3854 -24.3720 -11.9947 0.52 -1.54 -1.15
H -2.0606 -28.4272 -13.3836 -0.52 0.19 0.71
H -1.2873 -27.3610 -14.4383 0.10 1.01 0.27
H -3.1385 -27.3615 -16.0207 0.38 -0.03 -0.06
H -4.0640 -28.4183 -15.0168 0.01 -0.07 0.30
H -2.4626 -28.9756 -15.5529 -0.12 0.04 -0.47
H -3.4634 -23.7661 -12.8974 0.49 0.04 0.05
H -3.0959 -23.7875 -11.1214 -0.28 -0.42 0.00
H -4.2915 -24.9776 -12.0070 -0.35 0.40 0.91
O -7.0298 -31.0129 -18.0701 -0.83 0.72 -0.22
S -7.8039 -29.8642 -17.6342 1.16 1.63 -0.34
O -8.5073 -29.9560 -16.3854 0.62 0.46 -0.75
O -6.7019 -28.5523 -17.5695 -2.58 -2.04 0.61
C -5.8623 -28.3818 -18.6854 1.34 0.12 -1.34
C -5.0271 -27.1673 -18.4612 1.29 0.58 1.80
C -8.9198 -29.1798 -18.9184 0.17 -0.14 -0.17
H -6.3127 -28.1959 -19.6605 -1.11 -0.26 0.11
H -5.2278 -29.2508 -18.8597 0.05 -0.24 0.37
H -4.4584 -27.2297 -17.5335 -0.18 -0.53 0.40
H -5.5982 -26.2629 -18.2514 -0.13 0.11 -0.88
H -4.1856 -27.0654 -19.1465 -0.62 0.27 -0.76
H -9.1266 -28.1245 -18.7408 0.49 0.00 0.48
H -9.9058 -29.6402 -18.9808 0.32 -0.61 0.33
H -8.4388 -29.2600 -19.8932 0.12 -0.18 0.12
O -11.2103 -29.7522 -21.2435 -1.94 -0.04 -0.94
S -12.4476 -29.7669 -22.0231 -0.96 -1.41 -0.77
O -13.3086 -28.6020 -22.1420 1.17 -1.04 0.56
O -11.9686 -30.2228 -23.5232 -0.01 0.30 1.67
C -12.7927 -30.0224 -24.6833 0.19 0.12 -0.58
C -13.2192 -28.6081 -24.9893 -0.71 0.42 0.20
C -13.5613 -31.2992 -21.5271 1.21 1.77 -0.20
H -13.6420 -30.7030 -24.7424 -0.22 -0.03 0.67
H -12.1656 -30.3835 -25.4984 0.35 0.10 0.18
H -12.5606 -27.7844 -24.7139 0.72 -0.51 -0.45
H -14.1092 -28.2840 -24.4499 -0.33 -0.50 -0.24
H -13.4117 -28.6528 -26.0612 -0.12 0.60 -0.02
H -13.6220 -31.2031 -20.4430 0.21 -0.34 -0.06
H -13.0522 -32.1842 -21.9087 0.06 0.14 0.33
H -14.5725 -31.2216 -21.9265 0.29 0.39 -0.29
```
Forces are in eV/Å.

Results
HOMO level (spin up / spin down) (eV): -11.52 / -11.52
<S²>: 0.755
Total charge: +1
Energy above the lowest of the compared OMol25 structures with the same formula, charge and spin (kcal per mole): 0.0
2S+1: 2
Electronic energy (a.u.): -8915.33415

Here are the Löwdin charges for atoms 1 to 8, given in e: -0.3038, 0.6802, -0.3245, -0.2697, -0.3005, -0.0557, -0.0737, 0.1223